(1)
The following is a DFT calculation (ωB97M-V/def2-TZVPD) of a 3-piece molecular cluster, C15H42N2O2Si2 overall.

Positions of all 63 atoms, in Å:
C  -1.54189  0.05717  3.62442
Si  -0.57379  0.13799  5.22124
C  -1.66631  0.11988  6.75163
C  -2.89449  -0.76458  6.59093
O  -2.46993  -2.05047  6.12546
O  0.32831  1.54561  5.22830
Si  -0.14774  3.12259  5.25052
H  -2.01395  1.01345  3.38275
H  -0.87039  -0.19856  2.80070
H  -2.32321  -0.70575  3.64723
H  0.41053  -0.96072  5.28146
H  -1.97504  1.13492  7.02586
H  -1.05866  -0.25404  7.58263
H  -3.41519  -0.89297  7.54497
H  -3.60114  -0.31493  5.88649
H  -3.04294  -2.33719  5.41326
H  0.23567  3.75525  6.52900
H  -1.62263  3.21455  5.10504
H  0.48418  3.85212  4.13416
C  0.00262  -3.46178  1.66765
C  -1.14555  -3.39048  0.67520
N  -1.48098  -2.02326  0.31549
C  -2.75083  -1.89078  -0.37982
C  -2.87292  -2.51795  -1.77189
C  -0.38440  -1.21408  -0.19619
C  0.38117  -1.74566  -1.41173
H  -0.19974  -2.82621  2.53192
H  0.13628  -4.48400  2.02329
H  0.94902  -3.14335  1.22809
H  -2.04107  -3.82141  1.13300
H  -0.91170  -4.02527  -0.19394
H  -2.97960  -0.82340  -0.44557
H  -3.51591  -2.33102  0.26727
H  -2.31192  -1.96116  -2.52164
H  -3.91952  -2.52797  -2.08211
H  -2.51716  -3.54945  -1.77938
H  0.33006  -1.05764  0.61678
H  -0.79638  -0.22797  -0.42620
H  0.63816  -2.80013  -1.29702
H  1.31579  -1.19154  -1.52718
H  -0.18218  -1.63885  -2.33773
C  3.31886  2.92200  -6.49908
C  2.15085  2.70225  -5.55088
N  2.17018  1.39041  -4.92837
C  0.92180  1.03277  -4.27584
C  0.48201  1.85564  -3.06045
C  3.38808  1.04813  -4.20622
C  3.84310  1.99723  -3.09287
H  3.37155  2.11800  -7.23444
H  3.19635  3.86836  -7.02710
H  4.27209  2.96426  -5.97003
H  1.21633  2.76905  -6.11537
H  2.12492  3.52623  -4.82009
H  0.99509  -0.01885  -3.98519
H  0.13557  1.08822  -5.03506
H  1.08752  1.64132  -2.18002
H  -0.55501  1.61823  -2.81224
H  0.53673  2.92726  -3.25830
H  4.19800  0.95984  -4.93444
H  3.24305  0.04509  -3.79703
H  3.82152  3.03725  -3.42356
H  4.87143  1.76694  -2.80815
H  3.22535  1.91943  -2.19961

Frontier orbital gap, eV: 8.8
Calculated total energy, eV: -39068.190
Highest occupied orbital energy, eV: -8.121
Structure (SMILES): C[Si@H](CCO)O[SiH3].CCN(CC)CC.CCN(CC)CC
Net charge: 0
ΔE to the lowest compared entry with this formula, charge and spin, eV: 0.000



(2)
The following is a DFT calculation (ωB97M-V/def2-TZVPD) of a 15-piece molecular cluster, C43H93Br13N8O6 overall.

Positions of all 163 atoms, in Å:
C  -1.29269  3.76092  -2.94298
C  -0.66070  2.51919  -2.38523
N  -1.34093  1.14747  -2.63463
C  -2.64249  1.04214  -1.85922
C  -1.75237  0.93339  -4.11123
C  -0.58533  0.88679  -5.08779
C  -0.38792  0.00281  -2.21729
C  0.02047  -0.12836  -0.76574
O  -1.12638  -0.61624  -0.11432
C  -0.99934  -0.63632  1.31716
H  -0.73887  4.63037  -2.58878
H  -2.36364  3.80230  -2.74439
H  -1.19716  3.79555  -4.02823
H  -0.58742  2.76285  -1.32534
H  0.34788  2.46288  -2.79472
H  -3.40090  1.68727  -2.30276
H  -2.47125  1.20425  -0.79503
H  -2.97858  0.00601  -1.89886
H  -2.41852  1.76310  -4.34774
H  -2.38109  0.04315  -4.12739
H  -0.95332  1.28341  -6.03402
H  -0.08133  -0.06616  -5.24898
H  0.18041  1.59900  -4.78038
H  0.41407  0.06062  -2.95319
H  -0.99117  -0.86565  -2.48180
H  0.37497  0.81795  -0.35717
H  0.86150  -0.81048  -0.64129
H  -0.04786  -1.10560  1.56730
H  -1.82708  -1.20287  1.74370
H  -0.95172  0.36848  1.73696
Br  -8.44355  3.42984  -6.68893
C  2.94961  6.79906  -8.58805
O  2.79683  7.48337  -7.64645
N  2.00338  6.84593  -9.56002
C  2.16183  5.93825  -10.73850
C  0.83918  7.71539  -9.65144
H  3.69645  5.99882  -8.70666
H  1.21243  5.42025  -10.87417
H  3.03359  5.32355  -10.51428
H  2.36384  6.45279  -11.67794
H  0.78022  8.33483  -8.75650
H  0.96106  8.32751  -10.54507
H  -0.09787  7.18166  -9.81004
C  -5.27248  5.82946  3.45273
O  -5.30834  4.80728  4.12878
N  -6.24693  6.22329  2.55932
C  -6.24521  7.61728  2.04376
C  -7.40464  5.35109  2.19450
H  -4.49551  6.60948  3.44509
H  -6.23720  7.61468  0.95379
H  -5.34022  8.12005  2.38482
H  -7.04571  8.22596  2.46423
H  -7.49358  5.15112  1.12670
H  -7.33165  4.30885  2.50518
H  -8.38536  5.67572  2.54222
C  2.74239  9.28894  2.33295
O  2.08247  8.35553  2.01068
N  3.77316  9.79114  1.65194
C  4.67871  10.89731  2.12044
C  4.04376  9.42906  0.24113
H  2.59472  9.76768  3.31337
H  5.67933  10.86239  1.68960
H  4.66293  11.14178  3.18256
H  4.31888  11.84216  1.71314
H  5.08348  9.20104  0.00641
H  3.50871  8.57145  -0.16670
H  3.73711  10.28898  -0.35436
C  -0.97884  -10.46116  0.96611
O  -0.75064  -10.54934  -0.27871
N  -1.14614  -9.28075  1.50672
C  -1.28768  -9.11989  2.92776
C  -0.94619  -7.99650  0.91959
H  -1.05324  -11.36752  1.58674
H  -1.53514  -10.04450  3.44925
H  -2.07130  -8.41738  3.21153
H  -0.28119  -8.85475  3.25143
H  -0.24384  -7.42465  1.52604
H  -0.54850  -8.09786  -0.09020
H  -1.81716  -7.35216  0.79989
C  8.48510  0.85604  -4.09873
O  7.29394  0.70571  -4.53232
N  9.44331  -0.05506  -4.13743
C  10.76237  0.28683  -3.68625
C  9.27702  -1.38801  -4.71503
H  8.74983  1.77643  -3.55559
H  11.27369  -0.60462  -3.32298
H  10.80599  0.91967  -2.79986
H  11.40991  0.61392  -4.49977
H  10.02859  -1.61499  -5.47115
H  9.42540  -2.15806  -3.95798
H  8.31890  -1.63847  -5.17041
C  -5.02850  -3.88621  10.42370
C  -5.70907  -4.41546  11.66165
C  -6.12494  -5.84738  11.43057
C  -7.14685  -6.03263  10.38603
N  -7.90765  -6.15910  9.54585
H  -4.80664  -2.83752  10.62147
H  -5.76156  -3.99010  9.62375
H  -4.11646  -4.41318  10.14336
H  -6.58391  -3.78202  11.80832
H  -5.06195  -4.29072  12.52985
H  -6.55526  -6.23469  12.35410
H  -5.29121  -6.49203  11.15234
C  2.64845  -5.62619  10.39001
C  2.50255  -6.25810  11.80814
C  2.40007  -7.75368  11.84029
C  1.26151  -8.35160  11.09525
N  0.36648  -8.76432  10.41271
H  3.49698  -6.02288  9.83259
H  2.75316  -4.54328  10.45672
H  1.74258  -5.98258  9.89961
H  1.58352  -5.93149  12.29476
H  3.26721  -5.94979  12.52113
H  2.33992  -8.18711  12.83860
H  3.34278  -8.14860  11.46158
Br  0.64569  -7.31467  -14.41975
C  0.64878  -5.33574  -14.56871
C  1.11691  -4.55417  -13.24022
Br  0.89937  -2.58954  -13.53695
H  -0.35442  -5.06641  -14.89911
H  1.24997  -4.93577  -15.38522
H  2.15373  -4.73338  -12.95563
H  0.51167  -4.84581  -12.38189
Br  -6.25881  -2.74019  -13.06641
C  -6.77481  -1.76084  -11.40661
C  -7.15718  -2.86037  -10.38479
Br  -5.40816  -3.55370  -9.67599
H  -7.55128  -1.04051  -11.66418
H  -5.84582  -1.24171  -11.17089
H  -7.67895  -3.73069  -10.78277
H  -7.72268  -2.39435  -9.57785
Br  -12.13361  -1.87152  -5.15423
C  -11.56120  -1.42386  -3.31843
C  -10.23066  -2.16868  -2.92584
Br  -9.80665  -1.89861  -1.01828
H  -12.31517  -1.60696  -2.55285
H  -11.38435  -0.35048  -3.24987
H  -9.40736  -1.79635  -3.53547
H  -10.24357  -3.25245  -3.04151
Br  0.82313  1.94581  11.47396
C  0.21840  3.02723  9.87889
C  0.16573  4.49130  10.11312
Br  1.89374  5.26407  10.60301
H  -0.73982  2.60608  9.57470
H  0.80306  2.71261  9.01443
H  -0.54197  4.78128  10.88976
H  -0.13680  5.05344  9.22961
Br  8.71714  5.56900  2.51933
C  8.00630  3.74426  2.98463
C  6.72068  3.90678  3.77590
Br  5.95789  2.09803  4.14196
H  8.76763  3.24032  3.58004
H  7.86973  3.21129  2.04368
H  6.10000  4.30867  2.97506
H  6.65715  4.52578  4.67083
Br  8.40363  -3.79201  2.08228
C  7.42387  -5.50450  2.05832
C  7.83924  -6.44429  3.25262
Br  6.45711  -7.86049  3.46788
H  7.52547  -5.91755  1.05474
H  6.37193  -5.24501  2.17757
H  7.87202  -5.96842  4.23271
H  8.83084  -6.89042  3.17654

Frontier orbital gap, eV: 4.4
Calculated total energy, eV: -980850.441
Highest occupied orbital energy, eV: -5.137
Net charge: 0



(3)
The following is a DFT calculation (ωB97M-V/def2-TZVPD) of H18NiO29S5Zn2 as an isolated structure.

Positions of all 55 atoms, in Å:
Zn  2.20752  2.23174  -0.74214
Zn  1.30991  -2.23965  -1.37345
Ni  0.38982  -0.51200  2.84587
S  3.38250  0.63968  1.74143
O  4.30759  -0.49702  1.71706
O  4.03461  1.59092  2.71997
O  3.43280  1.19399  0.40536
O  2.09523  0.25902  2.17591
S  1.62386  -3.20309  1.60749
O  2.97624  -2.71035  1.66877
O  1.35607  -3.41972  0.18217
O  1.46264  -4.52200  2.29296
O  0.63593  -2.27360  2.13916
S  -0.38606  0.13940  -0.19744
O  -1.68634  0.52122  -0.76857
O  -0.01123  -1.20725  -0.57152
O  0.70942  1.03452  -0.48889
O  -0.58317  0.17782  1.24038
S  2.14348  0.26283  -3.30162
O  1.55006  -0.94800  -2.75139
O  3.08346  -0.05525  -4.34933
O  1.04025  1.02472  -3.93146
O  2.72180  1.05165  -2.20596
S  1.14288  3.73081  2.08616
O  -0.30297  3.70941  2.25467
O  1.52634  3.18746  0.76941
O  1.69383  5.06175  2.19002
O  1.77004  2.97187  3.16720
O  -0.15341  -2.96228  -2.64428
H  -1.06919  -3.04776  -2.37924
H  -0.11574  -3.36641  -3.51117
O  -2.26572  1.78326  2.08462
H  -1.68397  1.26170  1.53166
H  -3.05105  1.24470  2.18181
O  -2.07124  -2.52057  0.66405
H  -1.48835  -1.99619  0.11496
H  -2.78189  -1.92358  0.89814
O  3.16492  -1.21933  -0.67406
H  3.20536  -0.28082  -0.85793
H  3.56126  -1.31143  0.19235
O  -1.50449  -1.14221  3.43966
H  -1.98210  -1.84007  2.99120
H  -1.97348  -1.02277  4.26550
O  -3.95049  2.19035  -1.36679
H  -3.10479  2.22251  -0.91958
H  -3.87047  1.45904  -1.97919
O  -3.09285  0.01627  -2.91616
H  -2.46405  -0.30917  -3.56030
H  -2.58627  0.10246  -2.10857
O  -1.28804  2.21632  -3.15867
H  -1.49615  1.91749  -2.27344
H  -0.61504  1.60854  -3.46513
O  -3.62461  -0.47250  1.06775
H  -3.03023  0.03801  0.51791
H  -4.29447  0.15356  1.34268

Frontier orbital gap (alpha / beta), eV: 3.1 / 3.1
Calculated total energy, eV: -251723.985
Highest occupied orbital energy (alpha / beta), eV: 3.840 / 3.852
2S+1: 3
Net charge: -4
ΔE to the lowest compared entry with this formula, charge and spin, eV: 4.862



(4)
The following is a DFT calculation (ωB97M-V/def2-TZVPD) of one molecule with the formula C5H6O.

Positions of all 12 atoms, in Å:
C  2.99235  0.23296  0.67253
C  1.93525  -0.03963  0.16146
C  0.63578  -0.32379  -0.45100
O  0.56535  -0.83680  -1.54847
C  -0.57754  0.06262  0.37018
C  -1.87149  0.00580  -0.43112
H  3.93491  0.47148  1.11394
H  -0.61261  -0.61603  1.23556
H  -0.40231  1.06232  0.78834
H  -2.72487  0.25609  0.20531
H  -2.03049  -0.99009  -0.85275
H  -1.84434  0.71506  -1.26398

Frontier orbital gap, eV: 10.7
Calculated total energy, eV: -7327.596
Highest occupied orbital energy, eV: -10.324
Structure (SMILES): C#CC(=O)CC
Net charge: 0
ΔE to the lowest compared entry with this formula, charge and spin, eV: 1.688